229
Properties=species:S:1:pos:R:3:forces:R:3 method="wB97M-V/def2-TZVPD" charge=0 smiles=COC[C@H](C)N.COC[C@H](C)N.COC[C@H](C)N.COC[C@H](C)N.COC[C@H](C)N.COCCNCCOC.COCCNCCOC.COCCNCCOC.COCCNCCOC.COCCNCCOC.COCCNCCOC lumo_ev=0.57 homo_lumo_gap_ev=8.6767 energy_ha=-4101.50224 e_homo_ev=-8.107 de_lowest_kj_mol=529.0
C 4.620491 -4.799415 4.226329 -1.58 0.54 0.22
O 3.807781 -4.672325 3.032719 0.33 -1.90 0.42
C 3.473221 -6.009385 2.527229 1.19 0.50 -0.31
C 2.406531 -5.989035 1.474269 0.24 0.22 -0.23
N 1.134421 -5.508255 1.936979 -0.52 -0.03 0.06
C 0.141261 -5.548055 0.849689 -0.02 0.19 0.62
C -1.227849 -5.007425 1.365399 1.35 -0.98 -1.39
O -2.152009 -5.183095 0.289099 -1.48 0.63 0.76
C -3.512779 -4.735155 0.653479 1.11 -0.41 -0.10
H 4.748911 -3.779415 4.588579 0.31 -0.09 -0.06
H 5.564561 -5.344135 4.215749 0.21 0.10 -0.97
H 4.026531 -5.325785 4.973489 -0.15 -0.02 0.20
H 3.279741 -6.775295 3.278259 -0.36 0.50 0.65
H 4.374671 -6.365525 2.028559 0.29 -0.14 -0.15
H 2.317271 -6.991935 1.056739 0.02 -0.09 -0.01
H 2.732541 -5.303925 0.691689 0.45 -0.14 -0.59
H 1.381721 -4.544195 2.108809 -0.68 0.49 0.49
H 0.100751 -6.562475 0.452939 -0.45 -0.26 0.40
H 0.508971 -4.992895 -0.013271 -0.18 0.59 -0.23
H -1.048539 -3.960345 1.609499 -0.46 0.25 0.15
H -1.492069 -5.582865 2.252619 -0.26 0.09 0.08
H -4.156399 -4.711695 -0.225901 0.45 0.06 -0.26
H -3.451529 -3.746685 1.108769 -0.12 0.05 0.04
H -4.001129 -5.432245 1.334419 0.30 -0.11 0.29
C 4.172941 -0.283565 4.128609 -0.24 1.28 0.91
O 4.717701 0.329605 2.950609 -0.15 -1.31 0.20
C 4.757941 1.728315 3.003069 0.44 1.86 -0.28
C 5.624831 2.341905 1.837869 0.02 -0.85 1.36
N 4.890321 2.515855 0.631149 -0.76 -0.56 -0.85
C 5.693811 3.055475 -0.434151 0.73 0.23 -0.80
C 4.974211 2.942365 -1.785871 -0.51 1.47 1.40
O 5.651751 3.615365 -2.805511 0.69 -0.36 -0.79
C 4.975081 3.511135 -4.039491 0.96 0.49 -0.77
H 3.992891 -1.358075 4.162069 0.31 0.00 -1.19
H 3.233201 0.193135 4.407449 -0.31 0.01 -0.31
H 4.787961 -0.085015 5.006349 0.58 0.13 -0.05
H 5.113971 2.098455 3.964489 0.65 -0.31 0.26
H 3.778641 2.205665 2.968389 -0.60 -0.36 -0.40
H 6.437631 1.630625 1.691109 0.53 -0.19 0.05
H 6.096691 3.292055 2.088169 -0.18 0.08 0.53
H 4.730841 1.572775 0.306709 -0.74 -0.39 -0.18
H 6.627701 2.503875 -0.542311 0.56 -0.05 0.10
H 5.950111 4.090445 -0.207751 0.02 0.19 -0.18
H 4.120101 3.609405 -1.669091 -1.18 -0.93 0.27
H 4.773261 1.890875 -1.991021 -0.34 -0.05 -0.24
H 5.473321 4.212025 -4.709271 0.06 0.07 0.00
H 3.919931 3.782485 -4.073161 -0.22 -0.01 0.70
H 5.092941 2.536205 -4.512481 -0.06 -0.38 0.24
C -1.351169 -2.818595 -8.963061 0.76 0.21 -1.13
O 0.073121 -2.752535 -8.808471 -0.44 0.84 1.62
C 0.476891 -2.246435 -7.485601 0.72 -1.55 -0.49
C 1.933891 -1.856545 -7.617111 0.76 1.35 -1.39
N 2.506881 -0.985515 -6.605191 -0.80 -0.20 0.35
C 2.608831 -1.740915 -5.341081 -0.52 2.35 -1.29
C 3.355551 -0.882755 -4.327011 -0.87 -0.64 1.07
O 2.527371 0.015695 -3.538271 0.48 -0.71 -0.38
C 2.100261 1.183725 -4.214371 0.44 -0.04 -0.47
H -1.731189 -1.925965 -9.459941 0.00 0.68 0.57
H -1.895399 -3.015425 -8.039391 0.06 -0.24 -0.09
H -1.523739 -3.527965 -9.772451 -0.11 -0.71 0.54
H 0.512341 -3.093925 -6.801051 -0.83 -0.16 0.24
H -0.153899 -1.459215 -7.072691 -0.07 0.19 -0.34
H 1.975111 -1.330215 -8.570721 0.23 0.09 -0.16
H 2.607881 -2.708445 -7.707091 -0.40 -0.70 -0.23
H 3.391451 -0.607515 -6.913041 0.13 -0.22 -0.06
H 3.038161 -2.726985 -5.518381 0.23 -0.24 0.33
H 1.547531 -1.818435 -5.105001 0.22 -0.58 0.92
H 4.202781 -0.339505 -4.745551 -0.03 0.16 -0.33
H 3.771891 -1.626575 -3.647671 0.09 0.41 0.63
H 2.937471 1.610815 -4.766441 0.11 0.10 -0.16
H 1.780591 1.946025 -3.503861 -0.09 -0.28 0.29
H 1.311171 0.992345 -4.941561 -0.12 -0.13 0.03
C -8.111279 6.998725 1.200679 1.07 0.29 -0.29
O -7.051569 6.443065 0.412339 -0.59 0.28 1.10
C -6.446029 5.405805 1.172809 1.32 -1.24 -2.96
C -5.383169 4.836385 0.157399 0.42 0.74 0.54
N -4.377159 3.954055 0.703709 1.24 -0.13 1.19
C -3.486949 4.510845 1.766779 -0.98 -0.45 0.65
C -2.211979 3.689035 1.797659 -0.34 0.16 -0.84
O -1.691649 3.852975 0.490219 1.31 -0.87 -0.59
C -0.695279 2.883195 0.140709 0.15 0.40 -0.38
H -8.456969 7.922335 0.736389 -0.37 -0.41 -0.39
H -7.677669 7.346875 2.138159 -0.13 -0.21 0.46
H -8.865999 6.231835 1.374939 -0.33 0.28 0.03
H -7.126069 4.558905 1.264529 -0.36 0.24 0.95
H -5.972709 5.744825 2.094289 -0.27 0.03 0.15
H -4.846749 5.667755 -0.299961 -0.36 0.58 -0.18
H -5.867779 4.270965 -0.638561 -0.34 0.21 0.04
H -3.688699 3.766705 -0.011151 -0.27 -0.26 -0.57
H -4.004529 4.350265 2.712519 0.01 0.21 0.36
H -3.283279 5.579415 1.697749 0.08 0.21 -0.36
H -2.509629 2.654605 1.969279 0.10 -0.35 -0.02
H -1.448909 3.970695 2.523259 -0.23 0.31 0.32
H 0.216761 2.894595 0.737499 -0.24 0.14 0.90
H -0.264559 3.127555 -0.830311 -0.58 0.18 -0.36
H -1.070089 1.860255 0.105809 -0.23 0.00 0.16
C -2.365889 -1.146035 1.307169 1.42 -0.40 -1.18
O -3.438919 -1.316435 2.091499 -2.46 0.74 2.46
C -4.673209 -0.858595 1.522719 0.13 -0.34 0.70
C -4.896479 0.643095 1.213949 0.19 1.30 0.21
N -5.006829 1.571295 2.391889 -0.63 -2.40 0.50
C -6.234989 1.299965 3.205049 1.91 0.99 0.22
C -6.235659 2.388515 4.304979 -1.09 -0.89 -0.57
O -6.852399 3.569725 3.787889 0.10 0.46 1.83
C -7.102949 4.502085 4.897209 0.49 -0.51 -1.52
H -2.517819 -1.787165 0.438849 0.43 0.19 -0.87
H -1.508459 -1.543365 1.850339 0.26 0.36 -0.04
H -2.227529 -0.100535 1.031719 0.41 0.10 -0.22
H -5.415339 -1.153845 2.264459 -0.07 -0.06 -0.02
H -4.765639 -1.535715 0.673559 -0.65 0.68 -0.73
H -5.812639 0.764675 0.636039 -0.47 -0.62 -0.16
H -4.177049 1.067585 0.513719 0.48 -0.14 0.21
H -4.930819 2.560605 2.203239 -0.11 -0.22 -0.96
H -6.137319 0.314665 3.660839 0.05 0.07 0.18
H -7.150469 1.284445 2.613649 -0.25 0.36 -0.08
H -5.228919 2.578115 4.677309 0.28 0.14 -0.29
H -6.775859 2.016075 5.175359 -0.41 0.03 0.12
H -7.899289 4.171485 5.564019 -0.22 -0.16 -0.23
H -7.342789 5.441125 4.398439 -0.15 0.02 0.30
H -6.209649 4.626835 5.509219 0.22 0.04 -0.08
C -5.973719 -4.369125 -4.260671 -0.09 0.01 1.11
O -5.317789 -4.110215 -2.977321 -1.13 1.01 -0.61
C -6.159379 -3.312485 -2.085021 0.21 -1.24 0.40
C -6.178719 -1.841435 -2.309291 1.55 0.14 -1.60
N -4.853909 -1.217415 -2.119101 -1.24 1.26 0.71
C -4.905539 0.132615 -2.721561 1.41 0.04 0.99
C -3.535999 0.903995 -2.604721 -1.68 -0.68 -0.56
O -2.857099 0.677845 -3.836191 1.23 0.60 0.37
C -1.543289 1.261555 -3.945501 0.07 -0.78 0.49
H -5.318319 -5.000135 -4.860981 -0.06 -0.03 0.27
H -6.267329 -3.505875 -4.857911 0.54 0.54 0.24
H -6.929969 -4.844055 -4.041261 0.05 -0.53 -0.07
H -5.827869 -3.463555 -1.057701 0.57 -0.31 -0.05
H -7.160799 -3.742685 -2.071191 -0.27 0.08 -0.39
H -6.976739 -1.389575 -1.720161 0.22 0.19 0.21
H -6.373349 -1.657685 -3.365921 -0.93 -0.05 -0.34
H -4.077579 -1.767445 -2.458031 0.01 -0.07 -0.20
H -5.647659 0.740035 -2.203481 -0.15 -0.17 0.35
H -5.256519 0.106845 -3.753181 0.30 0.03 -0.43
H -3.025909 0.600955 -1.690351 0.51 -0.59 -0.17
H -3.781429 1.946725 -2.403341 0.17 0.49 -0.57
H -0.832889 0.901545 -3.201321 -0.38 -0.13 0.75
H -1.513639 2.348775 -3.873531 -0.37 0.13 -0.29
H -1.029679 0.887965 -4.831351 -0.72 0.29 -0.56
C 7.291321 -1.066105 -1.892431 0.65 -0.04 0.62
C 7.920221 -0.444195 -0.614271 0.76 -2.54 -0.81
C 8.034311 -1.513185 0.488479 -0.63 -0.50 1.35
O 6.832811 -2.305505 0.594469 0.41 -0.95 0.76
C 6.814311 -3.315735 1.658499 -0.57 0.79 -0.48
N 9.325931 -0.101415 -0.910201 -0.45 1.41 0.20
H 7.958871 -1.856115 -2.236461 0.06 -0.32 0.18
H 7.363751 -0.333945 -2.696671 -0.75 0.17 0.00
H 6.323361 -1.529535 -1.701681 -0.11 0.46 -0.40
H 7.325961 0.410615 -0.291401 0.34 0.07 0.12
H 8.289851 -1.090705 1.460239 -0.58 0.80 0.29
H 8.902831 -2.170545 0.447849 0.15 -0.32 -1.27
H 7.621421 -4.047285 1.697409 0.59 0.39 -0.51
H 5.914291 -3.920805 1.549149 -0.19 0.29 -0.36
H 6.725451 -2.859585 2.644459 0.21 0.35 0.04
H 9.276161 0.632295 -1.602521 0.29 0.50 0.00
H 9.821191 -0.831175 -1.402411 -0.27 -0.56 0.18
C 1.834541 5.293505 5.642229 -0.10 -0.81 -0.73
C 1.635681 5.786675 4.180319 -1.25 0.22 1.15
C 2.045271 4.745445 3.094329 -0.37 1.50 0.38
O 1.833661 5.303305 1.776799 0.35 -0.75 0.92
C 2.639481 4.615955 0.826209 -0.52 0.98 -0.83
N 0.174661 6.072395 3.937589 0.93 -0.89 -0.82
H 1.600371 6.026965 6.413789 0.27 0.33 -0.31
H 2.827041 4.867595 5.789349 0.29 0.40 0.09
H 1.175721 4.457135 5.875809 -0.32 -0.09 -0.34
H 2.149461 6.742765 4.080229 0.66 -0.20 -0.33
H 1.395071 3.879765 3.220569 0.08 -0.34 0.03
H 3.097441 4.493685 3.227179 0.10 -0.17 -0.01
H 2.347521 4.986475 -0.156431 -0.22 0.16 -0.06
H 2.491611 3.537635 0.767339 0.21 -0.04 0.60
H 3.681631 4.918925 0.927359 0.19 -0.50 0.33
H 0.263721 6.178885 2.937179 -1.01 0.08 -0.61
H -0.174229 6.971735 4.236879 0.46 0.19 0.55
C -2.543189 0.366565 6.830789 -0.65 0.52 0.78
C -2.770379 0.965365 5.451209 1.59 -1.03 0.77
C -1.451279 1.301955 4.752929 0.85 -0.52 -0.88
O -0.597059 0.127995 4.455289 -1.48 1.15 0.43
C 0.513941 0.451155 3.657819 0.11 0.11 0.49
N -3.614979 0.055845 4.702609 -0.14 0.73 -0.11
H -1.918859 1.001195 7.459729 0.43 -0.14 -0.09
H -2.202459 -0.668805 6.826139 0.34 0.17 -0.30
H -3.495749 0.338805 7.359899 -0.23 -0.06 -0.08
H -3.228319 1.952005 5.521419 -0.40 -0.01 0.24
H -0.839909 2.062875 5.238039 0.12 -0.14 0.81
H -1.756829 1.851925 3.862839 0.18 -0.51 -0.82
H 1.199721 1.124425 4.172109 -0.03 0.58 0.25
H 0.218351 0.915015 2.716769 0.04 -0.21 -0.30
H 1.125691 -0.442905 3.537319 -0.40 -0.25 -0.45
H -3.045909 -0.647945 4.254359 0.14 -0.27 0.04
H -3.941999 0.627655 3.936979 -0.41 -0.16 -0.65
C 2.855771 -2.199845 0.594739 -0.44 0.39 0.14
C 2.995691 -0.864925 -0.178651 -0.03 -0.47 0.84
C 1.935211 0.256825 0.244559 0.80 0.09 -1.10
O 0.535791 -0.055135 0.192919 0.55 -0.01 -0.12
C 0.202821 -0.653435 -1.065281 -0.38 -1.30 0.95
N 4.400401 -0.403345 0.028749 -0.89 0.41 -0.48
H 3.244041 -2.095145 1.607839 -0.39 0.18 0.28
H 3.465011 -3.013295 0.200759 0.11 0.15 -0.54
H 1.822111 -2.545745 0.597559 -0.14 -0.09 0.26
H 2.876931 -1.110935 -1.233871 -0.07 0.41 -0.11
H 2.024191 1.123865 -0.409981 0.60 -0.04 -0.67
H 2.231851 0.720645 1.185289 -0.44 -0.63 0.66
H -0.866489 -0.838535 -1.167361 -0.30 0.56 0.45
H 0.573291 -1.672325 -0.952501 0.39 -0.10 -0.86
H 0.520891 -0.167855 -1.987851 0.62 0.23 0.32
H 4.991171 -1.217935 -0.058021 0.25 -0.19 -0.32
H 4.522921 -0.188845 1.008069 -0.22 0.01 0.50
C -1.964739 -2.932275 -4.517271 -0.28 -0.04 -1.23
C -1.687589 -3.803935 -3.328751 1.39 1.01 -0.26
C -0.180329 -3.548405 -2.954911 0.01 -0.39 -0.52
O 0.820151 -4.065785 -3.890391 -0.19 -1.03 1.85
C 1.828111 -4.813955 -3.162741 -0.36 -0.24 -1.27
N -2.520759 -3.336895 -2.247711 -0.31 0.26 0.56
H -3.034459 -2.802535 -4.681491 -0.15 0.12 0.08
H -1.587209 -3.415535 -5.418391 0.17 0.02 -0.12
H -1.491919 -1.952655 -4.447371 -0.15 0.08 0.18
H -2.006229 -4.813445 -3.588481 0.94 -0.52 -0.02
H -0.040719 -3.868015 -1.922211 0.37 -0.51 -0.02
H 0.072971 -2.488245 -2.953531 -0.82 0.30 0.08
H 2.460641 -5.300605 -3.905151 0.10 0.26 -0.19
H 1.411401 -5.651555 -2.603371 -0.36 0.19 0.31
H 2.470431 -4.208485 -2.523261 -0.20 0.32 0.13
H -3.448919 -3.578315 -2.564471 -0.50 0.22 -0.03
H -2.438509 -3.924945 -1.430681 0.60 -0.14 0.31